1.
DFT (ωB97M-V with the def2-TZVPD basis set) results for C18H14FN3OS in the gas phase at a distorted geometry.

Properties
Gap between HOMO and LUMO = 8.05 eV
Energy relative to the best compared isomer or geometry (same formula, charge and spin) = 330.4 kcal per mole
Electronic energy = -38950.119 eV

```
38
C18H14FN3OS | OMol25 | ωB97M-V with the def2-TZVPD basis set
O -2.0580 -3.1502 0.4321
C -2.1759 -2.1078 0.8827
C -3.6002 -1.3854 0.9845
S -4.2914 -0.7081 -0.4375
C -2.6215 -0.0372 -1.1002
C -2.1182 -0.6261 -2.1179
C -0.8314 -0.0276 -3.0158
C -0.0920 0.8358 -2.1365
C -0.7265 1.2114 -0.9761
C -0.0911 2.6219 -0.3086
C -0.8218 2.9467 0.9408
C -1.9206 2.3735 1.3230
N -2.5272 1.5261 0.5955
C -2.0072 0.8840 -0.5957
N -1.1811 -1.1752 1.3343
N -0.0168 -1.4351 0.9322
C 0.7957 -0.6688 1.0778
C 2.0700 -0.6364 0.7794
C 2.9291 0.3576 1.1771
C 4.2841 0.4801 0.3866
C 4.6367 -0.5865 -0.3738
F 5.9644 -0.5510 -0.7365
C 3.8638 -1.6988 -0.5859
C 2.4836 -1.4177 -0.0531
H -4.4791 -2.2138 1.3620
H -3.7978 -0.7026 1.6995
H -2.5624 -1.4592 -2.5380
H -0.3748 -0.6403 -3.8292
H 0.8159 1.3856 -2.4473
H 0.7852 2.7792 -0.6266
H -0.3339 3.6769 1.3586
H -2.4278 2.8241 2.1561
H -1.6500 -0.4602 1.9278
H 0.5298 0.2282 1.8777
H 2.6302 1.2813 1.7527
H 4.9980 1.2342 0.5906
H 4.1872 -2.6504 -1.3077
H 1.7330 -2.3083 -0.3844
```



2.
DFT (ωB97M-V with the def2-TZVPD basis set) results for C18H14N2O6S2 in the gas phase at a distorted geometry.

Properties
Gap between HOMO and LUMO = 8.16 eV
Electronic energy = -55824.997 eV

```
42
C18H14N2O6S2 | OMol25 | ωB97M-V with the def2-TZVPD basis set
C 4.4847 -0.6510 -0.5366
O 3.4069 -1.5428 -0.3654
C 2.1802 -1.0438 -0.0933
C 1.1514 -1.9848 0.0220
C -0.1339 -1.5862 0.3057
C -0.4213 -0.2347 0.4903
N -1.7326 0.1570 0.8376
C -2.5460 0.9892 0.1303
O -3.5703 1.4053 0.6184
C -2.1143 1.3654 -1.2523
C -2.3880 2.6665 -1.6717
C -2.0212 3.0952 -2.9369
C -1.3802 2.2279 -3.8026
C -1.1302 0.9258 -3.3863
N -0.4566 0.0113 -4.2788
O -0.1846 -1.0903 -3.8528
O -0.1924 0.4064 -5.3930
C -1.4988 0.4802 -2.1242
S -2.2358 0.0266 2.5021
O -2.1643 1.3244 3.0852
O -3.4190 -0.7584 2.5725
C -0.8990 -0.9290 3.1630
C 0.3049 -0.4744 3.6111
C 1.1245 -1.5178 4.0865
C 0.5187 -2.7329 3.9927
S -1.0626 -2.6288 3.3303
C 0.5941 0.7032 0.3769
C 1.8861 0.3065 0.0791
H 4.3077 0.0360 -1.3694
H 4.6814 -0.0790 0.3754
H 5.3473 -1.2751 -0.7630
H 1.3913 -3.0248 -0.1263
H -0.9292 -2.3122 0.3792
H -2.8952 3.3292 -0.9869
H -2.2354 4.1057 -3.2478
H -1.0751 2.5340 -4.7918
H -1.3094 -0.5474 -1.8575
H 0.5718 0.5657 3.6002
H 2.1126 -1.3687 4.4817
H 0.9111 -3.6868 4.2840
H 0.3672 1.7489 0.5221
H 2.6536 1.0584 -0.0097
```